(1)
Molecular formula: C51H62MoN4O3Te
Method: DFT, ωB97M-V/def2-TZVPD

Values from the calculation:
LUMO level (spin up / spin down)   -3.61 / -4.94 eV
Gap between HOMO and LUMO (spin up / spin down)   7.08 / 6.01 eV
Total charge   +1
⟨S²⟩   3.78
Multiplicity   4

Geometry (Å):
Mo -1.71027 -1.63585 -1.18629
C -1.75214 -6.04072 1.69612
C -2.08029 -4.54178 1.72474
C -3.18539 -4.27299 2.74379
C -0.79767 -3.76242 1.96397
C -0.28098 -3.63795 3.25398
C 0.96621 -3.07771 3.47846
C 1.75220 -2.69334 2.40058
C 1.27849 -2.81092 1.09860
C 2.22605 -2.54792 -0.06280
C 2.63551 -1.08503 -0.19682
C 3.46408 -3.44402 0.04797
C -0.02904 -3.26868 0.91274
N -0.56976 -3.23405 -0.43005
C -0.19902 -4.31376 -1.18542
O 0.45200 -5.27960 -0.84361
C -0.67666 -4.17522 -2.60258
C -0.47996 -5.09750 -3.60765
C -1.00173 -4.81447 -4.86378
C -1.68177 -3.61773 -5.07779
C -1.79837 -2.75002 -4.01848
N -1.30998 -3.03573 -2.81593
C -2.37426 -1.36864 -4.07940
O -3.00375 -0.96311 -5.02123
N -2.01944 -0.65508 -2.93133
C -2.21343 0.77192 -3.05347
C -3.20141 1.38477 -2.29645
C -3.53135 2.70931 -2.56404
C -2.84920 3.40655 -3.54474
C -1.80711 2.79718 -4.23464
C -1.45665 1.47348 -3.99696
C -0.28996 0.80859 -4.70976
C 0.25043 1.60563 -5.89545
C 0.85104 0.51333 -3.72986
C -3.88138 0.62576 -1.18574
C -5.24764 0.08487 -1.58692
C -3.91540 1.40221 0.12099
H -2.65455 -6.62073 1.49364
H -1.35786 -6.36053 2.66429
H -1.00287 -6.27722 0.94099
H -2.46348 -4.25549 0.74570
H -2.89777 -4.58247 3.74984
H -4.07595 -4.84541 2.47946
H -3.46140 -3.22154 2.77059
H -0.85092 -4.01048 4.09464
H 1.34640 -2.98996 4.48918
H 2.76203 -2.33506 2.57222
H 1.72045 -2.82142 -0.98806
H 3.13827 -0.72987 0.70563
H 1.76463 -0.45155 -0.38928
H 3.33098 -0.95641 -1.03035
H 4.10031 -3.14189 0.88303
H 4.06245 -3.37523 -0.86296
H 3.17858 -4.48586 0.19364
H 0.06628 -6.00221 -3.37918
H -0.86731 -5.51323 -5.67881
H -2.10823 -3.34264 -6.03239
H -4.31858 3.19567 -2.00152
H -3.11105 4.43440 -3.76175
H -1.26514 3.37026 -4.97317
H -0.64814 -0.14069 -5.11813
H 0.69087 2.55295 -5.57540
H -0.52341 1.81895 -6.63431
H 1.03668 1.03411 -6.39015
H 1.29491 1.44820 -3.37770
H 1.63663 -0.05999 -4.22541
H 0.51819 -0.05066 -2.85538
H -3.24662 -0.26524 -1.00667
H -5.92193 0.91899 -1.79384
H -5.67891 -0.51602 -0.78538
H -5.18338 -0.51997 -2.49245
H -4.58673 2.25699 0.02230
H -2.92686 1.77799 0.39057
H -4.29852 0.77535 0.92687
C -2.12961 -0.56099 2.59578
C -1.87931 -0.89085 1.15957
O -2.78561 -1.68048 0.56388
N -0.89988 -0.51976 0.39519
Te 0.72207 1.12581 1.99920
C 0.29325 3.14332 1.56666
C 0.03291 3.56956 0.27211
C 0.05870 2.67459 -0.93191
C -0.22547 4.92739 0.07469
C -0.21224 5.83877 1.11572
C -0.49540 7.29823 0.88010
C 0.06117 5.36973 2.40104
C 0.31297 4.03210 2.65774
C 0.60857 3.60342 4.07475
C 2.77408 1.38532 2.37788
C 3.62805 2.00366 1.46030
C 3.17279 2.51805 0.12027
C 4.96686 2.13754 1.81265
C 5.46445 1.66324 3.01920
C 6.91549 1.82452 3.38282
C 4.59081 1.01849 3.88899
C 3.24651 0.85250 3.59005
C 2.36912 0.12419 4.58072
H -3.06223 -1.02298 2.90392
H -2.20803 0.51769 2.74296
H -1.31960 -0.94852 3.21676
H 0.11112 1.61234 -0.68626
H 0.91514 2.92226 -1.56266
H -0.83411 2.83118 -1.53018
H -0.43601 5.27003 -0.93369
H -0.60049 7.51723 -0.18117
H 0.30734 7.91999 1.27856
H -1.41745 7.59921 1.38021
H 0.06937 6.06877 3.23115
H 0.31028 4.38115 4.77511
H 1.67597 3.41456 4.21652
H 0.07135 2.69368 4.35473
H 2.47453 1.83185 -0.36401
H 4.02568 2.64244 -0.54529
H 2.67496 3.48566 0.21628
H 5.64270 2.61760 1.11344
H 7.49944 2.19623 2.54253
H 7.34512 0.87524 3.70461
H 7.02879 2.52891 4.20897
H 4.96969 0.62109 4.82461
H 2.98299 -0.35577 5.34068
H 1.76703 -0.65654 4.11166
H 1.68612 0.80689 5.09210


(2)
Molecular formula: C28H37N3OS4Si2SrTe
Method: DFT, ωB97M-V/def2-TZVPD

Values from the calculation:
LUMO level   -0.88 eV
Energy above the lowest of the compared OMol25 structures with the same formula, charge and spin   0.00 kcal per mole
Gap between HOMO and LUMO   4.86 eV
Total charge   0

Geometry (Å):
Sr -0.78221 -1.42053 0.42645
C -1.52849 -0.75988 -2.92592
C -2.42979 0.20968 -2.22755
C -3.45246 0.86914 -2.90219
C -4.24643 1.75675 -2.20451
C -3.99966 1.97868 -0.85965
C -2.96488 1.28680 -0.24476
N -2.20799 0.41667 -0.92459
C -2.63583 1.48856 1.20363
C -3.38705 2.35738 1.98835
C -3.04560 2.51404 3.31797
C -1.97593 1.80634 3.82955
C -1.27287 0.94863 2.98992
N -1.60660 0.80044 1.70419
C -0.12877 0.13415 3.51467
C 0.29013 0.22596 4.83533
C 1.31237 -0.60077 5.27148
C 1.87160 -1.51027 4.39518
C 1.39952 -1.55237 3.08831
C 1.88163 -2.57205 2.10098
N 0.44543 -0.72111 2.66539
H -1.65411 -0.71272 -4.00605
H -1.73299 -1.78611 -2.59621
H -0.48548 -0.53735 -2.68413
H -3.61442 0.67866 -3.95381
H -5.05198 2.28187 -2.70061
H -4.61246 2.67927 -0.31587
H -4.22751 2.89696 1.58341
H -3.61560 3.17826 3.95369
H -1.71112 1.91575 4.86851
H -0.16443 0.91711 5.52677
H 1.65390 -0.54333 6.29650
H 2.64905 -2.19127 4.71183
H 2.74948 -3.11533 2.46902
H 2.15426 -2.09671 1.15414
H 1.08102 -3.29871 1.91643
O -6.13319 -5.91876 0.29576
C -5.08073 -5.33920 0.40513
S -3.86438 -5.23687 -0.87347
C -2.67852 -4.27539 0.00176
C -3.00103 -3.92456 1.26782
S -2.07742 -2.95813 2.41988
S -4.56184 -4.48223 1.86044
S -1.21587 -3.90211 -0.91678
C 2.02926 -3.25423 -2.21800
Si 3.34400 -1.99591 -2.62067
C 4.07132 -2.31759 -4.31692
C 4.70060 -2.01422 -1.32613
C 2.58146 -0.26832 -2.65740
Te 1.99267 0.45660 -0.73638
C 0.87503 2.14104 -1.45503
Si 1.09668 3.68040 -0.39013
C 2.85161 4.29513 -0.60396
C 0.75245 3.29085 1.41081
C -0.13197 4.96535 -0.98679
H 2.42102 -4.26854 -2.32687
H 1.16225 -3.17677 -2.87910
H 1.65609 -3.18161 -1.19238
H 4.52565 -3.31010 -4.35412
H 4.84186 -1.58656 -4.56980
H 3.30256 -2.27770 -5.09157
H 5.21442 -2.97793 -1.32286
H 4.30725 -1.85122 -0.31898
H 5.44400 -1.23755 -1.51932
H 1.70148 -0.25047 -3.30205
H 3.30444 0.45279 -3.04348
H -0.16954 1.84547 -1.54743
H 1.27207 2.33027 -2.45469
H 3.57305 3.54383 -0.27614
H 3.02140 5.20097 -0.01828
H 3.06195 4.53016 -1.64971
H 1.28657 2.40030 1.75351
H -0.31569 3.12728 1.57064
H 1.06025 4.12257 2.04861
H 0.03822 5.22238 -2.03441
H -0.05718 5.88427 -0.40114
H -1.15600 4.59371 -0.89621


(3)
Molecular formula: C7H9P
Method: DFT, ωB97M-V/def2-TZVPD

Values from the calculation:
LUMO level (spin up / spin down)   -0.79 / -1.43 eV
Energy above the lowest of the compared OMol25 structures with the same formula, charge and spin   69.27 kcal per mole
Gap between HOMO and LUMO (spin up / spin down)   6.74 / 6.57 eV
Total charge   0

Geometry (Å):
C 1.91319 1.04116 -0.04797
C 3.17170 0.80048 -0.42044
C 0.77075 0.19879 -0.05385
C 0.63276 -1.10386 -0.36779
C -0.53435 0.83631 0.30782
C -0.79622 -1.53764 -0.22668
C -1.45509 -0.31710 0.51263
P 4.14930 -0.64145 -0.61719
H 1.81054 2.15427 0.07175
H 3.87832 1.56028 -0.69689
H -0.56298 1.46155 1.32172
H -0.76332 1.47434 -0.42741
H -1.36461 -1.64156 -1.25500
H -0.99460 -2.45947 0.47134
H -1.58990 -0.43114 1.61815
H -2.53603 -0.02542 0.26227
H 1.55589 -1.69158 -0.56350


| no. | largest force on an atom (eV Å⁻¹) |
| --- | --- |
| 1 | 1.720 |
| 2 | 0.259 |
| 3 | 4.755 |